(1)
DFT (the ωB97M-V functional and the def2-TZVPD basis) results for C30H26Br2N2O5S2SiTeW as an isolated structure in a non-equilibrium geometry.

```
70
Properties=species:S:1:pos:R:3:mulliken_spin:R:1
W -1.017 -0.788 -0.325 1.678
O -6.237 2.136 -0.791 0.007
C -5.110 1.482 -1.100 0.017
C -3.934 2.095 -1.538 -0.002
C -2.804 1.340 -1.767 0.033
N -2.733 -0.008 -1.456 -0.011
C -3.954 -0.590 -1.268 0.029
Br -3.960 -2.491 -1.452 0.005
C -5.131 0.072 -1.091 -0.002
H -6.128 3.093 -0.864 0.000
H -3.894 3.159 -1.718 0.001
H -1.957 1.757 -2.299 -0.006
H -6.056 -0.461 -0.952 0.001
Br -2.133 3.344 2.094 0.002
C -1.049 3.971 0.668 0.027
C -0.801 5.326 0.549 -0.013
C -0.033 5.811 -0.500 0.024
C 0.499 4.931 -1.439 -0.013
C 0.264 3.583 -1.325 0.019
C -0.523 3.064 -0.271 0.013
C -0.731 1.651 -0.235 0.017
O -0.163 0.866 -1.105 -0.004
O -1.427 0.962 0.631 -0.051
H -1.212 6.008 1.278 0.000
H 0.145 6.873 -0.588 0.002
H 1.093 5.308 -2.257 0.000
H 0.669 2.875 -2.032 0.006
O 0.008 -3.238 1.093 0.004
S -0.537 -3.911 -0.073 0.004
O -1.580 -4.855 0.164 0.005
N -1.063 -2.623 -1.018 0.041
C -0.049 -2.374 -1.970 0.025
S -0.318 -1.059 -3.050 0.014
C 0.954 -3.371 -2.069 -0.011
C 2.040 -3.429 -2.962 0.014
C 2.907 -4.491 -2.879 -0.001
C 2.718 -5.519 -1.951 0.006
C 1.646 -5.484 -1.064 -0.002
C 0.791 -4.413 -1.131 0.005
H 2.162 -2.648 -3.696 0.003
H 3.753 -4.536 -3.548 0.000
H 3.406 -6.348 -1.919 0.000
H 1.481 -6.269 -0.343 0.000
Te -2.664 -1.653 1.605 0.008
C -1.984 -0.638 3.403 0.004
C -0.741 -0.021 3.420 0.018
C -0.289 0.613 4.565 0.000
C -1.069 0.625 5.708 0.004
C -2.305 0.001 5.699 -0.001
C -2.762 -0.629 4.555 0.006
H -0.108 -0.043 2.532 -0.004
H 0.679 1.092 4.560 0.000
H -0.705 1.101 6.606 0.000
H -2.919 0.004 6.586 0.000
H -3.719 -1.125 4.545 0.000
C 4.509 0.861 1.121 0.008
Si 3.769 -0.114 -0.341 0.008
C 4.810 -1.628 -0.849 0.007
C 3.432 1.042 -1.825 0.011
C 2.087 -0.659 0.183 0.201
C 0.912 -0.835 0.456 -0.150
H 5.503 1.235 0.901 0.000
H 4.578 0.245 2.012 0.000
H 3.879 1.712 1.365 0.000
H 5.873 -1.419 -0.767 0.000
H 4.603 -1.926 -1.874 0.000
H 4.587 -2.483 -0.214 0.000
H 4.337 1.329 -2.356 0.000
H 2.938 1.952 -1.492 -0.003
H 2.762 0.560 -2.535 -0.004
```

Calculated values
* spin multiplicity: 3
* HOMO energy (alpha / beta): -6.39 / -6.74 eV
* total charge: 0
* frontier orbital gap (alpha / beta): 0.190 / 0.200 Ha
* <S²>: 2.03
* LUMO energy (alpha / beta): -1.24 / -1.29 eV
* largest force on an atom: 4.43 eV/A

=====

(2)
DFT (the ωB97M-V functional and the def2-TZVPD basis) results for C30H26Cl2N3OTc as an isolated structure.

```
63
Properties=species:S:1:pos:R:3:mulliken_spin:R:1
Tc -0.221 -0.581 0.101 2.162
Cl -2.284 -3.224 -3.590 0.004
C -2.509 -1.565 -3.213 0.031
C -3.430 -0.798 -3.966 -0.015
C -3.632 0.522 -3.695 0.023
Cl -4.764 1.435 -4.628 0.003
C -2.921 1.151 -2.640 -0.013
C -3.046 2.501 -2.256 0.027
C -2.315 2.989 -1.203 -0.018
C -1.454 2.136 -0.508 0.037
N -1.310 0.868 -0.854 -0.019
C -2.020 0.358 -1.917 0.022
C -1.788 -1.004 -2.197 -0.013
O -0.872 -1.647 -1.454 0.055
H -3.977 -1.274 -4.768 0.000
H -3.726 3.144 -2.798 0.001
H -2.397 4.019 -0.890 0.000
H -0.886 2.481 0.344 0.006
C 2.586 3.954 1.746 -0.001
C 2.091 2.781 2.552 -0.045
C 2.464 2.619 3.885 0.112
C 2.002 1.548 4.640 -0.045
C 2.415 1.386 6.079 0.000
C 1.148 0.619 4.055 0.082
C 0.749 0.753 2.722 -0.072
C 1.245 1.845 1.989 0.065
N -0.065 -0.148 2.030 0.367
C -0.981 -1.204 2.588 0.020
C -0.320 -2.554 2.276 0.021
C -2.292 -1.076 1.770 0.006
C -1.360 -1.131 4.063 0.012
H 3.585 4.256 2.058 -0.002
H 1.933 4.820 1.875 -0.002
H 2.617 3.719 0.681 0.000
H 3.136 3.338 4.340 0.002
H 3.283 2.000 6.313 -0.001
H 2.663 0.349 6.305 -0.001
H 1.607 1.686 6.750 -0.002
H 0.844 -0.223 4.650 0.006
H 0.986 1.934 0.944 0.029
H 0.009 -2.660 1.222 -0.006
H -1.013 -3.379 2.446 0.000
H 0.575 -2.698 2.881 -0.001
H -2.221 -1.419 0.716 0.005
H -2.658 -0.050 1.785 -0.003
H -3.060 -1.727 2.185 0.000
H -0.570 -1.487 4.715 0.000
H -2.217 -1.788 4.215 0.000
H -1.649 -0.124 4.363 -0.002
N 9.009 1.820 -2.698 0.020
C 7.938 1.536 -2.398 -0.009
C 6.590 1.178 -2.017 0.049
C 6.120 1.522 -0.751 -0.025
C 4.834 1.177 -0.385 0.047
C 4.011 0.492 -1.282 -0.018
C 4.489 0.151 -2.549 0.054
C 5.776 0.493 -2.915 -0.024
C 2.681 0.138 -0.891 0.294
C 1.554 -0.133 -0.507 -0.225
H 6.766 2.051 -0.065 -0.001
H 4.457 1.427 0.598 0.002
H 3.846 -0.380 -3.236 0.000
H 6.158 0.231 -3.892 -0.001
```

Calculated values
* spin multiplicity: 4
* HOMO energy (alpha / beta): -10.95 / -11.17 eV
* total charge: +1
* frontier orbital gap (alpha / beta): 0.258 / 0.221 Ha
* <S²>: 3.83
* LUMO energy (alpha / beta): -3.92 / -5.15 eV
* largest force on an atom: 0.71 eV/A

=====

(3)
DFT (the ωB97M-V functional and the def2-TZVPD basis) results for C30H26MgN3O4P2 as an isolated structure in a non-equilibrium geometry.

```
66
Properties=species:S:1:pos:R:3:nbo_charge:R:1
Mg 0.003 0.177 -0.029 1.694
C -1.579 3.891 0.383 -0.656
C -2.250 2.571 0.274 0.425
N -1.672 1.383 0.171 -0.675
C -2.685 0.443 0.162 -0.025
C -3.887 1.080 0.248 0.030
N -3.584 2.412 0.314 -0.469
C -5.318 0.658 0.289 0.765
O -5.545 -0.627 0.299 -0.646
O -6.167 1.514 0.315 -0.581
C -2.356 -1.015 0.126 0.784
O -3.258 -1.840 0.205 -0.623
O -1.100 -1.271 0.032 -0.916
H -0.519 3.757 0.574 0.242
H -2.018 4.465 1.199 0.243
H -1.702 4.462 -0.538 0.247
H -4.306 3.117 0.384 0.459
H -4.708 -1.173 0.262 0.514
N 2.840 0.850 -0.246 -1.246
P 2.171 0.325 1.256 0.904
C 3.635 -0.086 2.256 -0.385
C 3.495 -1.035 3.266 -0.177
C 4.565 -1.319 4.101 -0.193
C 5.776 -0.671 3.921 -0.174
C 5.921 0.270 2.910 -0.214
C 4.853 0.569 2.080 -0.148
C 1.590 1.865 2.062 -0.313
C 2.313 3.057 2.060 -0.229
C 1.838 4.159 2.751 -0.191
C 0.649 4.071 3.468 -0.183
C -0.071 2.887 3.487 -0.213
C 0.395 1.788 2.779 -0.233
P 1.941 0.373 -1.653 0.894
C 3.278 0.201 -2.882 -0.276
C 3.702 1.270 -3.667 -0.225
C 4.775 1.104 -4.530 -0.188
C 5.418 -0.122 -4.617 -0.172
C 4.988 -1.192 -3.846 -0.199
C 3.917 -1.035 -2.982 -0.219
C 1.140 1.934 -2.153 -0.436
C 1.467 3.185 -1.641 -0.220
C 0.907 4.326 -2.199 -0.199
C 0.036 4.222 -3.274 -0.188
C -0.313 2.972 -3.775 -0.216
C 0.220 1.831 -3.203 -0.148
H 3.831 0.654 -0.345 0.430
H 2.552 -1.552 3.393 0.226
H 4.452 -2.053 4.888 0.233
H 6.613 -0.899 4.567 0.232
H 6.867 0.774 2.765 0.229
H 4.980 1.320 1.310 0.200
H 3.254 3.112 1.527 0.221
H 2.399 5.084 2.743 0.229
H 0.290 4.932 4.018 0.232
H -0.990 2.821 4.055 0.232
H -0.144 0.845 2.816 0.219
H 3.201 2.227 -3.615 0.228
H 5.106 1.939 -5.133 0.229
H 6.251 -0.248 -5.296 0.231
H 5.486 -2.150 -3.920 0.232
H 3.573 -1.876 -2.391 0.226
H 2.181 3.261 -0.832 0.234
H 1.164 5.299 -1.801 0.228
H -0.373 5.116 -3.726 0.232
H -0.985 2.896 -4.619 0.234
H -0.039 0.847 -3.584 0.219
```

Calculated values
* spin multiplicity: 1
* HOMO energy: -12.08 eV
* total charge: +1
* frontier orbital gap: 0.325 Ha
* LUMO energy: -3.24 eV
* largest force on an atom: 1.17 eV/A